1.
ORCA calculation (wB97M-V/def2-TZVPD) on the molecule C21H22N2O4.

```
49
Properties=species:S:1:pos:R:3:forces:R:3:mulliken_charge:R:1
C -4.82142 1.18877 3.89535 0.464 -0.675 -0.375 -0.7618
O -4.17138 -0.09761 3.67657 -0.034 0.312 0.133 -0.4641
C -3.33030 -0.25782 2.60922 -0.615 0.990 -0.276 0.8956
C -2.73438 -1.51452 2.40844 -0.966 0.976 0.714 -0.9288
C -1.86929 -1.68836 1.36586 0.638 0.563 -0.384 -0.2248
C -1.52586 -0.61860 0.51831 -0.177 0.310 0.129 0.1397
C -0.38082 -0.74451 -0.42296 2.200 -1.585 1.132 -0.8189
C -0.51852 -0.36475 -1.84500 0.057 -0.198 -0.727 0.5000
C 0.37827 -0.93001 -2.77660 -0.070 0.487 0.385 -0.5183
C 0.50360 -0.38265 -4.04020 -0.336 -0.172 -0.335 -0.5777
C -0.30220 0.68740 -4.44629 -0.044 0.046 -0.074 0.9794
C -0.08128 1.34911 -5.78884 0.133 0.132 -0.163 -1.3740
C -1.33068 1.11966 -3.59676 0.291 -0.955 -0.296 -1.0889
C -1.50105 0.51748 -2.35285 0.234 0.320 0.363 -0.3582
C -2.23446 0.59784 0.65242 0.970 -0.203 -0.297 -0.4419
C -3.11871 0.79113 1.69319 -0.158 -0.303 0.161 -0.8184
H -5.34501 1.07754 4.85772 0.233 0.095 -0.512 0.2212
H -4.07727 2.00881 3.94810 -0.371 -0.455 0.038 0.3148
H -5.53787 1.38474 3.07313 0.294 -0.034 0.462 0.3170
H -2.98483 -2.28384 3.12277 0.073 -0.224 -0.077 0.4343
H -1.41128 -2.65461 1.23453 0.245 -0.123 -0.097 0.4619
H 0.35180 -1.56169 -0.22196 -2.215 -0.951 -0.958 0.6255
H 0.97667 -1.79899 -2.48833 0.016 0.461 0.013 0.3811
H 1.20926 -0.82087 -4.74735 -0.092 0.187 0.176 0.3808
H -0.63346 2.29951 -5.84015 0.337 -0.220 0.022 0.3635
H 0.99774 1.52829 -5.92210 -0.399 0.156 -0.015 0.3432
H -0.40217 0.76082 -6.66603 0.013 -0.060 0.511 0.2820
H -2.02985 1.86342 -3.96657 -0.011 -0.082 0.160 0.3576
H -2.41029 0.74525 -1.78554 0.664 0.045 -0.153 0.7788
H -2.03650 1.43824 -0.03877 -0.003 -0.591 0.711 0.5479
H -3.61194 1.76381 1.76454 0.109 -0.493 0.179 0.3297
C 2.69858 -0.83250 3.73524 -0.113 0.009 0.550 -1.1131
N 2.58599 -0.54896 2.32699 0.519 -0.130 -1.553 0.0504
C 1.34587 -0.05909 1.83687 -0.686 0.406 1.638 0.0837
O 0.54475 0.32387 2.68738 0.483 -0.693 -1.201 -0.6244
C 1.12107 0.04863 0.36719 -0.743 2.423 -0.032 0.8589
C 2.40733 0.16637 -0.37801 0.118 0.860 -1.231 -0.2082
O 2.47733 0.73099 -1.46874 -0.154 -0.886 0.966 -0.6228
N 3.60151 -0.30090 0.20379 -1.011 -0.344 1.059 0.0476
C 4.76651 -0.32536 -0.63888 0.402 0.090 -0.351 -1.1159
C 3.75562 -0.69455 1.55753 0.124 -0.451 -0.424 0.8221
O 4.82302 -1.13004 1.99216 -1.813 0.847 -0.524 -0.6550
H 3.68564 -1.25370 3.89637 -0.065 0.001 0.094 0.3816
H 2.56840 0.07322 4.32789 0.021 -0.034 -0.033 0.3105
H 1.92598 -1.54253 4.02426 0.007 0.002 0.062 0.3243
H 0.51369 0.95390 0.18307 1.142 0.220 0.484 0.1600
H 5.55819 -0.75200 -0.04135 0.252 -0.056 -0.080 0.3955
H 4.57158 -0.94059 -1.51756 0.064 0.062 0.007 0.3145
H 5.03239 0.68025 -0.96805 -0.029 -0.082 0.019 0.3123
```
Positions in Å, forces in eV/Å.

## Properties
Highest occupied orbital energy ... -8.4 eV
E ... -33303.1398 eV
Energy relative to the best compared isomer or geometry (same formula, charge and spin) ... 316.4 kJ/mol
HOMO-LUMO gap ... 8.076 eV
SMILES ... COc1ccc([C@@H](c2ccc(C)cc2)C2C(=O)N(C)C(=O)N(C)C2=O)cc1

=====

2.
ORCA calculation (wB97M-V/def2-TZVPD) on the molecule C21H22N2O4S.

```
50
Properties=species:S:1:pos:R:3:forces:R:3:mulliken_charge:R:1
C -2.12323 3.78353 -0.36045 0.097 -0.060 -0.213 -0.7387
H -2.98321 4.44384 -0.43357 -0.107 0.061 0.039 0.3897
H -2.42951 2.86026 0.12602 -0.050 -0.075 0.067 0.0088
H -1.36759 4.26258 0.25662 0.051 0.055 0.070 0.3488
C -1.55554 3.52118 -1.75150 -0.267 0.334 0.046 -1.1001
N -0.37025 2.67861 -1.70144 0.073 0.360 -0.062 0.0571
C -0.46796 1.31062 -1.63996 0.154 -0.793 0.008 0.7813
C -1.70606 0.65286 -1.59865 -0.119 0.154 -0.026 -0.6735
C -1.77997 -0.72190 -1.57912 0.106 -0.024 -0.037 -0.8306
C -0.62769 -1.49965 -1.61213 -0.037 -0.045 -0.084 -0.8733
C 0.59747 -0.88007 -1.62926 -0.147 0.046 -0.132 -0.5720
C 0.70134 0.51413 -1.62023 -0.473 -0.014 0.026 0.9104
C 1.95851 1.19338 -1.55157 0.654 0.251 -0.054 0.0512
C 2.02776 2.53362 -1.60402 0.156 -0.276 -0.049 -0.2387
C 0.84204 3.35989 -1.70607 -0.129 -0.113 -0.059 0.1894
O 0.87989 4.57461 -1.78612 0.131 0.261 0.071 -0.6953
H 2.96620 3.06351 -1.55195 0.058 0.026 0.003 0.5272
S 3.46482 0.26319 -1.25272 0.147 0.311 -0.027 -0.1482
C 3.56538 0.64465 0.53991 -0.135 0.111 -0.421 -1.0469
C 2.22182 0.28252 1.14873 0.439 0.073 0.141 0.4753
O 1.42928 1.13350 1.49252 -0.133 0.109 0.074 -0.6116
N 2.01348 -1.05644 1.19091 0.232 -0.403 0.139 0.0307
C 0.81437 -1.74981 1.40691 -0.382 -0.128 0.157 -0.2386
C 0.81935 -3.13277 1.28832 0.018 0.204 0.026 -0.8658
C -0.36121 -3.82858 1.44070 -0.262 0.199 0.028 -0.8433
C -1.57086 -3.18743 1.69374 0.128 0.003 -0.014 0.3357
C -1.57387 -1.78412 1.80619 -0.059 -0.199 0.007 1.2137
C -0.37800 -1.09209 1.67792 -0.003 0.158 0.086 -0.3204
H -0.35569 -0.02107 1.76493 -0.050 0.070 -0.011 0.7824
O -2.76677 -1.14502 2.02257 0.211 -0.480 -0.081 -0.5031
C -2.77139 0.25977 2.09365 0.000 0.284 -0.002 -0.5744
H -2.18574 0.62544 2.94225 0.003 -0.009 -0.033 0.3775
H -2.38788 0.70455 1.17020 0.001 0.001 0.051 -0.0536
H -3.81576 0.53886 2.22868 0.080 0.042 -0.007 0.3025
O -2.63784 -4.03193 1.78327 0.250 -0.006 -0.149 -0.4927
C -3.90387 -3.57394 2.20075 -0.445 0.011 0.127 -0.7176
H -4.34750 -2.88826 1.47611 0.017 -0.067 0.084 0.2212
H -3.85541 -3.08501 3.17584 -0.020 -0.029 -0.057 0.2659
H -4.51832 -4.47133 2.27499 0.018 0.072 0.014 0.3132
H -0.38142 -4.90310 1.35443 -0.015 -0.135 -0.001 0.4281
H 1.73551 -3.66249 1.07433 0.131 -0.075 -0.026 0.3562
H 2.77560 -1.64289 0.87693 -0.119 0.216 -0.021 0.2656
H 4.38835 0.05063 0.93260 0.032 -0.020 0.054 0.4890
H 3.76419 1.70769 0.66743 -0.064 -0.131 0.118 0.4790
H 1.50601 -1.46252 -1.65548 0.024 -0.027 0.061 0.3959
H -0.69653 -2.57570 -1.60738 0.003 -0.123 0.024 0.4359
H -2.74766 -1.19923 -1.54071 -0.111 -0.022 0.007 0.4116
H -2.62424 1.21636 -1.58315 -0.064 0.093 0.010 0.3386
H -1.23099 4.47008 -2.18708 -0.125 -0.254 0.008 0.5058
H -2.29778 3.06967 -2.41231 0.100 0.005 0.021 0.4508
```
Positions in Å, forces in eV/Å.

## Properties
Highest occupied orbital energy ... -7.8 eV
E ... -44139.9321 eV
Energy relative to the best compared isomer or geometry (same formula, charge and spin) ... 126.9 kJ/mol
HOMO-LUMO gap ... 7.813 eV
SMILES ... CCn1c(=O)cc(SCC(=O)Nc2ccc(OC)c(OC)c2)c2ccccc21

=====

3.
ORCA calculation (wB97M-V/def2-TZVPD) on the molecule C21H22N2O6.

```
51
Properties=species:S:1:pos:R:3:forces:R:3:mulliken_charge:R:1
C -5.05890 -2.38423 -1.17402 -0.040 -0.220 -0.089 -0.9400
H -4.72254 -3.14925 -0.46778 0.004 0.029 -0.036 0.3583
O -4.91886 -1.08810 -0.64147 0.266 0.408 0.189 -0.4740
C -3.66251 -0.63860 -0.33278 -0.038 0.072 0.021 1.3223
C -2.52612 -1.42065 -0.49696 0.193 -0.065 0.022 -0.6139
C -1.26791 -0.94552 -0.15826 -0.534 0.242 -0.112 -0.6749
C -1.12016 0.35340 0.32248 0.013 -0.057 -0.016 -0.7891
C -2.23729 1.15359 0.47454 -0.270 0.028 0.042 0.4982
C -3.52944 0.66685 0.16920 0.059 0.218 0.074 0.8546
O -4.50974 1.57356 0.40325 0.483 -0.195 -0.044 -0.4657
C -5.86793 1.27981 0.16528 -0.564 0.000 -0.051 -0.8215
H -6.21373 0.44082 0.77222 0.019 0.086 -0.055 0.2869
H -6.05878 1.06641 -0.88811 0.006 0.028 0.100 0.2849
H -6.40325 2.18363 0.45592 0.021 -0.070 -0.025 0.2801
O -2.21014 2.44087 0.91927 -0.245 -0.294 -0.139 -0.4732
C -0.96583 3.01157 1.23385 0.165 0.079 0.017 -0.8988
H -1.18464 4.03262 1.54304 0.065 -0.055 -0.008 0.2886
H -0.47811 2.48058 2.05948 0.005 -0.008 -0.043 0.3348
H -0.29709 3.03067 0.36602 -0.007 -0.030 0.046 0.3800
H -0.13701 0.74613 0.52489 0.138 0.102 0.040 0.4464
C -0.11012 -1.84038 -0.35787 0.147 0.011 0.267 0.3995
O -0.08588 -2.70609 -1.23431 -0.060 -0.068 -0.244 -0.8332
N 0.91233 -1.67646 0.50161 0.144 -0.031 0.110 -0.1882
H 0.83474 -0.98763 1.23390 -0.109 0.010 -0.116 0.2934
C 2.24193 -2.22962 0.29953 0.139 -0.328 -0.068 -0.1357
C 3.24158 -1.46755 1.17639 -0.179 0.053 -0.113 -1.0948
C 3.11670 0.00726 0.98641 -0.043 -0.023 0.310 0.7444
C 2.54991 0.90386 1.84615 0.110 -0.350 0.049 -0.9094
N 2.57064 2.16208 1.30176 -0.156 0.342 0.159 0.1210
C 3.16554 2.10075 0.07319 0.185 -0.297 -0.402 -0.4996
C 3.42249 3.10177 -0.85501 0.015 0.113 -0.033 -0.9062
C 4.04409 2.73587 -2.02899 -0.055 0.151 0.060 -0.4432
C 4.40363 1.40813 -2.27851 0.101 -0.167 -0.155 -0.8081
C 4.14883 0.41180 -1.36417 -0.010 0.059 0.000 -0.2900
C 3.51797 0.75155 -0.16728 -0.131 0.453 0.090 0.8897
H 4.43839 -0.60915 -1.56273 0.037 -0.116 -0.053 0.4631
H 4.89346 1.16675 -3.21006 0.037 -0.033 -0.071 0.3960
H 4.26266 3.48801 -2.77216 0.006 0.070 -0.049 0.3885
H 3.14929 4.12821 -0.65827 -0.014 0.111 -0.017 0.3972
H 2.27486 3.00399 1.76515 0.049 -0.101 -0.040 0.2402
H 2.14326 0.74066 2.82734 -0.042 -0.042 0.180 0.3924
H 4.24707 -1.80311 0.91938 -0.041 -0.073 0.100 0.4936
H 3.06042 -1.73177 2.22000 0.080 -0.071 -0.027 0.3857
H 2.49698 -2.11619 -0.76492 -0.041 0.018 0.151 0.2909
C 2.28395 -3.74815 0.61120 0.054 0.697 -0.093 0.5322
O 3.01907 -4.20867 1.43995 0.106 -0.141 0.110 -0.5910
O 1.47234 -4.48009 -0.12259 -0.419 -0.338 -0.354 -0.5396
H 0.88675 -3.91837 -0.71638 0.328 -0.060 0.339 0.4470
H -2.59040 -2.42258 -0.88650 -0.057 -0.093 -0.055 0.5676
H -6.12599 -2.50555 -1.35464 0.087 -0.052 -0.010 0.2515
H -4.51651 -2.49347 -2.11764 -0.006 -0.003 0.041 0.3614
```
Positions in Å, forces in eV/Å.

## Properties
Highest occupied orbital energy ... -8.3 eV
E ... -37399.5118 eV
Energy relative to the best compared isomer or geometry (same formula, charge and spin) ... 164.3 kJ/mol
HOMO-LUMO gap ... 8.685 eV
SMILES ... COc1cc(C(=O)N[C@@H](Cc2c[nH]c3ccccc23)C(=O)O)cc(OC)c1OC